130
Properties=species:S:1:pos:R:3:forces:R:3 method="wB97M-V/def2-TZVPD" orbital_gap_ev="3.6313 / 2.6767" charge=+2 s_squared=0.75 energy_ev=-102838.2718 spin_multiplicity=2 e_homo_ev="-11.14 / -11.14"
Sn -8.5456 14.5241 -12.4314 -1.26 -0.26 0.79
N -9.1552 16.1046 -10.0587 -1.36 3.15 -3.48
S -9.2816 16.0840 -8.5670 4.33 -5.68 11.69
O -10.3093 15.1788 -8.0621 0.91 2.03 -1.01
O -8.8102 17.2258 -7.7383 -2.29 -1.53 -2.79
F -7.9351 15.1340 -8.3254 -0.90 0.47 -0.57
S -10.1909 17.4374 -10.0764 -3.19 2.24 -5.78
O -9.6998 18.7731 -9.9557 0.70 -1.01 0.23
O -11.5889 17.2317 -9.7683 1.67 -0.41 0.73
F -10.3178 17.2788 -11.7287 0.05 0.08 0.12
C -12.4068 14.1473 -11.5367 -1.76 2.80 -0.32
O -11.2692 13.4102 -11.6217 0.99 -0.69 -1.77
C -11.3192 12.3080 -10.7844 2.85 -1.95 0.89
C -10.3779 11.1371 -11.3410 -1.66 1.40 0.30
N -9.0009 11.5859 -11.5226 -0.20 2.06 -0.50
C -8.3205 11.4936 -10.2326 0.85 -1.31 0.51
C -6.8814 11.8994 -10.1594 2.33 0.43 -0.76
O -6.7782 13.3216 -10.1377 -1.14 1.09 -0.22
C -5.5903 13.9710 -10.5799 -0.20 -1.12 -0.86
H -12.5255 14.6322 -10.5677 -0.11 -0.31 0.41
H -13.3332 13.6570 -11.8360 0.11 -0.58 0.17
H -12.3253 14.9949 -12.2170 0.19 0.04 -0.26
H -12.2782 11.8854 -10.4848 -0.37 0.37 -0.67
H -10.8596 12.7118 -9.8823 -0.04 -0.65 0.69
H -10.7283 10.7247 -12.2871 -0.25 0.28 0.03
H -10.4500 10.3251 -10.6174 0.15 -0.13 0.18
H -8.5859 10.9357 -12.1745 0.45 0.03 -0.02
H -8.4213 10.4147 -10.1153 0.56 -0.10 1.43
H -8.7761 12.0417 -9.4080 -0.71 -0.09 -0.34
H -6.2273 11.5261 -10.9474 -0.42 -0.17 -1.01
H -6.2559 11.5500 -9.3380 -0.97 -0.41 0.87
H -4.6448 13.5882 -10.1957 -0.19 0.20 0.94
H -5.7387 15.0434 -10.4536 0.24 -0.18 0.21
H -5.4639 13.6944 -11.6266 -0.02 0.41 -0.73
C -6.6921 17.5615 -12.0242 0.56 -0.09 -1.40
O -7.8660 17.3769 -12.8174 -0.75 -0.57 0.21
C -7.7548 17.9684 -14.1172 -0.51 0.59 0.09
C -9.0555 17.7170 -14.8405 0.76 -1.98 -0.66
N -9.1228 16.2852 -15.3103 0.65 0.62 2.73
C -10.3756 15.7690 -15.7330 -0.96 0.53 -0.35
C -10.4018 14.2928 -15.9192 -0.97 -1.23 0.37
O -10.5996 13.4851 -14.7010 1.91 2.92 -0.94
C -11.1228 12.2286 -14.9817 -0.56 -0.68 0.75
H -5.9809 16.9074 -12.5286 0.87 0.19 0.35
H -6.7753 17.2497 -10.9831 -0.62 0.25 -0.12
H -6.3942 18.6021 -12.1527 0.30 -0.04 0.53
H -6.8214 17.6814 -14.6015 -0.04 -0.16 -0.21
H -7.8191 19.0551 -14.0624 0.84 0.32 0.59
H -9.2219 18.3892 -15.6822 0.22 0.24 0.03
H -9.7365 17.9788 -14.0307 -0.80 -0.66 -0.36
H -8.3430 15.9906 -15.8806 0.00 0.42 -0.23
H -10.6516 16.1881 -16.7006 -0.17 0.06 -0.41
H -11.1700 16.1085 -15.0684 0.02 -0.11 0.28
H -9.5089 13.9950 -16.4690 0.23 -0.39 0.14
H -11.2564 14.0565 -16.5533 -0.03 0.03 -0.16
H -12.2088 12.3053 -14.9300 -0.18 -0.31 -0.04
H -10.7451 11.6427 -14.1437 -0.33 -0.60 -0.41
H -10.8547 11.8090 -15.9513 0.35 0.04 0.06
C -4.9734 12.8142 -7.0605 0.33 -0.02 -1.17
O -5.0189 11.5110 -6.4848 -1.29 2.09 -0.31
C -4.0119 11.3758 -5.5165 -0.64 -2.52 1.00
C -4.3969 9.9489 -4.8804 0.22 0.27 0.60
N -5.5588 9.9903 -3.9543 0.54 -0.66 1.03
C -5.8164 8.5771 -3.3439 -0.53 1.71 -1.51
C -6.8633 8.6022 -2.2178 0.74 0.43 -0.06
O -7.1361 7.2985 -1.7745 1.87 0.04 -0.57
C -7.9937 7.2629 -0.6904 -1.06 0.06 -0.10
H -4.5005 13.5746 -6.4389 -0.07 -0.16 0.22
H -5.8861 13.2352 -7.4821 -0.91 -0.47 0.96
H -4.4331 12.7642 -8.0059 0.99 -0.15 -0.03
H -3.9922 12.0908 -4.6940 -0.72 0.36 0.01
H -3.0696 11.5468 -6.0370 0.55 -0.95 0.20
H -3.6009 9.5164 -4.2744 0.39 0.22 -0.28
H -4.6928 9.2091 -5.6241 0.70 0.17 -0.80
H -6.3363 10.3398 -4.4960 -0.44 -0.35 0.17
H -4.8546 8.1774 -3.0225 -0.10 0.22 0.34
H -6.1559 7.9168 -4.1419 -0.13 -0.25 -0.11
H -7.8061 9.0838 -2.4771 -0.14 0.19 -0.59
H -6.4420 9.2277 -1.4308 0.06 -0.04 0.43
H -8.9636 7.5054 -1.1245 -0.73 -0.39 0.50
H -7.8407 8.0189 0.0798 0.61 0.08 0.11
H -7.9356 6.2644 -0.2571 -0.29 0.13 -0.03
C -12.6739 22.8864 -9.5027 -1.03 -1.40 -0.83
O -12.6200 22.1640 -10.7974 1.26 -0.53 0.23
C -12.1026 20.7992 -10.6807 -0.17 1.04 -1.16
C -12.0988 20.1665 -12.1252 -2.15 1.89 1.97
N -13.4898 20.3719 -12.6929 2.17 -1.18 -0.76
C -13.8059 20.0623 -14.0680 1.33 0.49 -0.21
C -12.5389 20.1850 -15.0775 -1.99 -0.46 -0.69
O -12.6584 19.1430 -16.0528 0.35 -0.06 0.52
C -11.8053 19.3647 -17.1949 -0.48 0.03 0.00
H -13.4263 23.6663 -9.6202 0.11 -0.12 -0.09
H -11.7606 23.3313 -9.1076 0.31 -0.38 -0.52
H -13.0597 22.0935 -8.8620 0.04 0.53 0.78
H -12.7205 20.2666 -9.9577 -0.03 -0.38 -0.12
H -11.0570 20.7132 -10.3852 -0.01 0.42 0.38
H -11.7952 19.1241 -12.0293 -0.26 -0.15 -0.57
H -11.4432 20.7697 -12.7532 0.10 -0.21 0.03
H -14.1723 20.8483 -12.1207 -0.14 0.26 0.39
H -14.6386 20.7075 -14.3479 0.16 0.18 -0.24
H -14.2446 19.0659 -14.1210 0.24 -0.54 0.05
H -11.5419 20.2151 -14.6379 -0.22 -0.16 0.30
H -12.7388 21.1207 -15.5994 0.34 0.32 0.11
H -11.6128 20.4371 -17.2281 0.35 -0.12 -0.51
H -12.2798 19.0116 -18.1105 -0.66 0.38 0.18
H -10.8984 18.7606 -17.2216 0.34 0.22 0.84
C -6.3870 18.2759 -4.2237 -1.00 1.23 1.45
O -5.1031 18.3009 -4.7652 -0.94 -1.22 -2.46
C -5.1647 17.8568 -6.2172 3.12 0.97 1.77
C -5.7145 18.8977 -7.1851 0.21 -0.56 1.16
N -5.2896 20.2495 -6.7615 -1.36 -0.99 -1.63
C -6.2071 21.2926 -7.3262 0.82 -0.09 2.06
C -7.5573 21.2643 -6.6181 0.57 1.11 -0.12
O -7.3364 21.4050 -5.2265 0.61 0.73 0.13
C -8.5362 21.4458 -4.5057 -0.91 -0.93 -0.34
H -6.8572 17.3227 -3.9824 0.28 -0.53 -0.70
H -7.0782 18.9429 -4.7390 -0.25 -0.32 -0.66
H -6.3951 18.7729 -3.2537 0.65 0.04 0.28
H -5.5450 16.8419 -6.3332 -0.50 0.15 0.19
H -4.0900 17.8238 -6.3959 0.12 -0.35 -0.10
H -6.7657 18.6231 -7.0967 -0.67 0.99 -0.95
H -5.2635 18.6894 -8.1553 -0.47 -0.21 -0.24
H -5.4977 20.1849 -5.7753 0.35 0.84 0.47
H -6.3076 21.4288 -8.4030 0.13 -0.99 -0.15
H -5.7193 22.2208 -7.0283 -0.17 0.26 0.12
H -8.1600 20.3755 -6.8053 -0.17 -0.07 -0.24
H -8.0139 22.1912 -6.9651 -0.90 -0.10 -0.17
H -8.9923 20.4801 -4.7238 -0.51 -0.36 0.69
H -9.2939 22.1543 -4.8405 0.31 0.61 -0.45
H -8.4320 21.6204 -3.4348 0.62 -0.25 -0.18